(1)
Computed, not measured: a molecular structure, C43H34CrN7O2S3, with the ωB97M-V functional and the def2-TZVPD basis.

Geometry as ORCA input:
```
! RIJCOSX wB97M-V def2-TZVPD def2/J DEFGRID3
* xyz 2 2
Cr -1.564 1.023 -1.466
S -5.239 3.610 -0.753
S 0.758 0.210 -1.346
S -1.879 -0.207 1.505
O 1.351 -0.575 -2.441
O -1.302 0.851 0.532
N 0.107 0.001 -7.043
N -0.891 -0.722 -5.114
N -1.284 3.134 -4.012
N -2.464 -0.767 -1.917
N -0.580 1.611 -5.575
N -1.323 0.897 -3.448
N -3.053 2.056 -1.379
C 0.911 1.957 -1.694
C 2.652 -2.052 4.356
C -0.210 0.912 3.406
C -3.362 -1.448 -1.208
C 0.306 2.904 -0.869
C 1.361 -0.869 1.059
C 1.878 -1.966 3.237
C -1.306 -0.362 -3.941
C -4.007 2.734 -1.106
C -1.985 -1.327 -3.046
C 0.441 4.253 -1.199
C -3.168 -3.343 -2.651
C -0.450 0.318 -5.884
C -0.981 1.307 5.666
C 1.658 2.331 -2.809
C -1.051 1.871 -4.365
C -1.889 -2.841 1.332
C 0.305 -1.900 0.858
C 3.254 -0.122 2.431
C 1.403 6.109 -2.605
C -0.695 1.782 7.059
C 3.748 -1.180 4.543
C -1.452 -4.094 1.032
C -1.468 0.397 3.090
C 2.787 0.978 0.330
C 0.314 -5.591 0.184
C 0.745 -3.198 0.455
C 2.065 -3.422 -0.018
C 0.020 1.363 4.688
C 1.688 0.104 0.152
C 1.203 4.656 -2.287
C 2.161 -0.997 2.237
C 4.041 -0.236 3.604
C -2.230 0.807 5.319
C -2.486 0.357 4.032
C 1.588 -5.775 -0.265
C -3.752 -2.731 -1.557
C -2.273 -2.619 -3.427
C 3.552 0.855 1.449
C 1.813 3.675 -3.079
C -0.138 -4.299 0.550
C 2.469 -4.675 -0.372
C -1.008 -1.737 1.229
H -1.817 3.337 -3.182
H -0.202 2.753 7.044
H 4.878 0.435 3.736
H -3.018 0.778 6.059
H 3.474 -4.829 -0.740
H 0.188 -0.965 -7.312
H -0.026 1.084 7.566
H -2.113 -4.944 1.133
H -0.026 4.997 -0.567
H 2.414 3.979 -3.927
H 2.111 1.568 -3.429
H 2.750 -2.591 -0.117
H 1.226 6.306 -3.662
H 0.989 1.771 4.942
H -1.168 3.848 -4.711
H 2.428 -2.794 5.109
H -1.604 1.864 7.649
H 4.401 1.508 1.599
H 4.356 -1.267 5.432
H -3.789 -0.941 -0.353
H -1.841 -3.008 -4.336
H 3.027 1.721 -0.415
H -2.909 -2.679 1.656
H 0.561 0.989 2.652
H 2.431 6.404 -2.391
H -0.175 2.625 0.062
H -3.466 -0.017 3.769
H 0.416 0.730 -7.664
H -3.433 -4.355 -2.921
H 1.932 -6.763 -0.538
H 1.041 -2.639 3.112
H -4.501 -3.236 -0.964
H -0.368 -6.426 0.271
H 0.741 6.742 -2.019
*
```

The orbital gap (spin up / spin down) comes out at 6.3 / 6.9 eV. The largest force on an atom comes out at 1.0 eV/Å. Its expectation value of S² is 0.768. The total energy comes out at -4431.41116 Ha. Its energy relative to the best compared isomer or geometry (same formula, charge and spin) is 0.0 kcal per mole.

Mulliken atomic charge list, values in e, 2 entries: -0.11, -0.31


(2)
Computed, not measured: 14 unconnected molecules or ions with the total composition C81H185N5O23 at a distorted geometry, with the ωB97M-V functional and the def2-TZVPD basis.

Geometry as ORCA input:
```
! RIJCOSX wB97M-V def2-TZVPD def2/J DEFGRID3
* xyz 0 1
O 24.470 -16.645 -25.356
O 19.514 -17.653 -22.544
O 19.569 -14.477 -26.067
O 14.394 -21.733 -21.327
O 20.586 -15.284 -20.066
O 20.758 -20.997 -15.858
O 24.224 -23.250 -23.494
O 23.176 -20.630 -18.068
O 16.521 -18.055 -26.798
O 26.379 -23.354 -28.541
O 20.618 -19.406 -24.673
O 20.400 -17.124 -17.550
O 14.498 -13.987 -25.579
O 20.894 -15.638 -28.511
O 17.193 -10.138 -20.413
O 14.154 -18.777 -28.776
O 12.406 -13.854 -27.921
O 21.183 -21.871 -26.318
O 26.747 -20.764 -29.675
O 21.077 -22.306 -20.476
O 26.100 -17.144 -19.654
O 23.808 -26.269 -23.406
O 25.092 -13.600 -19.747
N 19.892 -22.012 -15.442
N 18.570 -10.303 -19.967
N 25.668 -16.813 -26.042
N 14.727 -20.382 -21.601
N 20.184 -22.197 -27.227
C 17.589 -22.975 -15.369
C 19.808 -17.163 -16.298
C 21.203 -15.865 -27.137
C 19.294 -15.868 -19.893
C 19.384 -8.036 -20.570
C 17.845 -17.905 -26.291
C 21.379 -10.165 -19.643
C 14.766 -20.091 -23.054
C 21.635 -15.997 -19.368
C 27.020 -16.738 -28.223
C 25.229 -15.047 -27.670
C 20.543 -21.919 -28.663
C 16.338 -19.307 -27.530
C 24.146 -21.819 -23.619
C 27.728 -17.980 -27.790
C 25.623 -16.527 -27.483
C 20.251 -22.615 -14.098
C 20.420 -18.725 -22.251
C 11.841 -14.382 -26.677
C 15.322 -18.701 -23.354
C 22.774 -21.017 -19.368
C 18.477 -21.768 -15.725
C 19.358 -23.359 -26.841
C 26.343 -18.113 -20.629
C 21.005 -14.549 -26.366
C 25.572 -15.921 -20.259
C 19.917 -23.078 -20.354
C 25.429 -21.365 -29.495
C 21.697 -22.890 -29.108
C 26.751 -17.776 -24.016
C 20.918 -16.860 -29.216
C 24.758 -12.623 -18.849
C 14.140 -17.435 -28.451
C 20.797 -11.375 -20.366
C 19.324 -22.136 -29.525
C 23.446 -25.445 -24.442
C 13.303 -20.124 -23.585
C 15.613 -21.137 -23.797
C 19.147 -13.262 -25.507
C 21.009 -20.473 -28.840
C 21.801 -22.179 -19.253
C 19.502 -10.528 -22.377
C 17.871 -23.561 -14.010
C 18.326 -21.625 -17.279
C 20.036 -16.511 -23.290
C 25.682 -23.841 -27.372
C 18.760 -23.031 -25.479
C 14.806 -19.598 -27.742
C 15.159 -19.883 -19.247
C 21.714 -23.001 -14.154
C 20.082 -21.563 -12.945
C 19.374 -23.846 -13.895
C 27.186 -20.508 -30.987
C 25.726 -19.357 -25.652
C 24.584 -17.535 -28.217
C 16.581 -18.316 -22.624
C 13.643 -13.181 -27.692
C 16.326 -18.463 -21.077
C 21.944 -18.966 -25.026
C 23.145 -23.987 -24.049
C 25.581 -22.883 -29.620
C 17.081 -20.775 -20.615
C 20.454 -9.475 -18.660
C 20.104 -24.719 -26.678
C 14.760 -13.927 -27.028
C 18.696 -12.485 -21.204
C 26.446 -18.004 -25.528
C 27.869 -18.060 -26.256
C 17.874 -20.511 -14.975
C 18.157 -8.490 -18.410
C 20.373 -19.811 -23.303
C 23.672 -19.291 -18.125
C 19.159 -9.063 -19.397
C 19.382 -11.113 -20.912
C 18.159 -23.426 -27.775
C 15.795 -19.898 -20.681
C 18.640 -23.457 -29.206
C 15.454 -14.783 -24.919
C 24.151 -27.555 -23.803
C 21.474 -16.187 -17.802
C 25.383 -14.842 -19.167
H 20.868 -8.563 -18.229
H 18.566 -22.574 -17.757
H 11.823 -13.551 -25.972
H 21.413 -18.335 -22.027
H 24.782 -24.410 -27.606
H 17.218 -18.194 -20.512
H 28.270 -19.069 -26.172
H 17.580 -20.923 -21.572
H 19.235 -7.018 -20.211
H 20.160 -17.498 -28.761
H 13.465 -12.266 -27.126
H 19.021 -20.889 -17.684
H 21.907 -18.397 -25.955
H 21.855 -17.394 -29.369
H 17.962 -16.934 -25.810
H 15.384 -15.859 -25.079
H 17.298 -19.911 -15.680
H 19.743 -11.250 -23.156
H 20.906 -16.028 -22.845
H 22.477 -22.887 -28.347
H 15.663 -19.350 -18.441
H 17.900 -20.507 -19.947
H 20.250 -19.714 -28.652
H 20.562 -17.269 -15.518
H 24.845 -19.416 -25.012
H 19.402 -20.306 -23.322
H 25.011 -18.486 -28.535
H 21.463 -11.637 -21.189
H 22.189 -18.258 -24.234
H 25.444 -23.004 -26.716
H 21.585 -14.468 -25.447
H 13.850 -17.296 -27.410
H 21.871 -20.211 -28.225
H 24.692 -23.513 -29.619
H 17.687 -24.390 -27.587
H 16.795 -10.798 -19.841
H 14.709 -14.921 -27.472
H 12.817 -21.077 -23.375
H 20.557 -20.656 -13.317
H 19.206 -22.585 -19.691
H 14.717 -20.605 -28.151
H 24.537 -15.076 -18.520
H 21.962 -23.666 -13.327
H 22.295 -23.107 -18.966
H 28.033 -19.826 -31.052
H 13.886 -12.813 -28.689
H 24.646 -15.953 -24.714
H 18.630 -21.311 -29.365
H 19.276 -24.334 -29.328
H 13.494 -21.606 -21.016
H 25.404 -19.593 -26.666
H 23.985 -21.621 -24.679
H 22.306 -20.204 -19.922
H 17.385 -24.536 -13.965
H 18.761 -15.519 -19.008
H 20.763 -21.120 -25.891
H 15.528 -21.136 -24.884
H 25.841 -17.773 -23.417
H 18.157 -18.685 -25.597
H 21.772 -9.524 -20.433
H 20.665 -21.858 -12.072
H 23.596 -21.268 -20.038
H 20.949 -24.695 -25.990
H 18.130 -12.938 -25.727
H 19.112 -13.392 -24.425
H 27.246 -18.889 -28.150
H 18.720 -8.205 -21.417
H 13.219 -20.187 -24.670
H 16.857 -21.779 -20.256
H 23.424 -28.091 -24.414
H 17.628 -23.787 -16.095
H 26.340 -20.032 -31.483
H 26.870 -16.929 -29.286
H 26.270 -14.816 -18.534
H 26.395 -15.612 -20.904
H 26.365 -24.546 -26.899
H 22.433 -24.047 -23.226
H 21.146 -22.010 -18.398
H 18.106 -22.160 -25.435
H 20.385 -8.019 -21.000
H 15.304 -22.156 -23.563
H 20.957 -20.682 -23.003
H 26.944 -18.932 -20.232
H 20.529 -24.977 -27.648
H 24.362 -25.380 -25.029
H 20.037 -19.109 -21.306
H 27.340 -21.425 -31.556
H 26.002 -23.025 -30.615
H 23.935 -12.895 -18.188
H 15.179 -17.124 -28.557
H 21.352 -23.907 -29.294
H 13.531 -16.842 -29.133
H 17.424 -22.895 -13.272
H 25.472 -18.530 -21.135
H 17.998 -23.787 -25.288
H 17.334 -21.301 -17.593
H 19.562 -22.104 -30.588
H 18.463 -7.557 -17.936
H 17.757 -23.634 -29.819
H 21.286 -15.184 -17.418
H 25.036 -27.489 -24.435
H 24.417 -28.173 -22.944
H 17.473 -18.858 -22.941
H 23.641 -17.827 -27.756
H 24.342 -17.145 -29.205
H 22.604 -19.833 -24.983
H 20.185 -10.138 -17.839
H 22.205 -22.585 -30.023
H 19.336 -23.055 -21.276
H 24.576 -20.969 -30.046
H 15.557 -17.730 -20.834
H 19.370 -16.945 -19.744
H 28.621 -17.455 -25.749
H 12.672 -19.415 -23.049
H 26.010 -14.401 -27.269
H 14.191 -19.382 -19.284
H 19.513 -22.929 -24.697
H 22.216 -16.268 -27.113
H 17.750 -12.378 -21.735
H 20.489 -16.591 -26.750
H 20.714 -12.275 -19.757
H 24.709 -15.998 -20.919
H 16.825 -17.273 -22.826
H 17.167 -8.239 -18.789
H 24.288 -19.036 -18.988
H 25.109 -14.792 -28.723
H 22.265 -10.530 -19.122
H 19.899 -12.492 -25.683
H 19.141 -18.016 -16.165
H 15.508 -18.595 -24.422
H 25.498 -12.187 -18.179
H 16.532 -22.714 -15.424
H 18.332 -12.829 -20.235
H 24.309 -19.107 -17.260
H 20.250 -16.866 -24.298
H 27.145 -16.775 -23.840
H 18.576 -10.051 -22.700
H 22.644 -25.810 -25.083
H 27.688 -15.881 -28.144
H 20.041 -24.106 -20.013
H 14.658 -17.925 -22.973
H 21.655 -17.017 -19.750
H 22.524 -15.471 -19.716
H 18.568 -17.942 -27.107
H 17.370 -22.686 -27.641
H 19.298 -16.257 -15.971
H 28.698 -17.983 -28.287
H 27.377 -18.542 -23.557
H 15.085 -20.899 -18.859
H 14.242 -19.515 -26.814
H 20.329 -9.818 -22.357
H 15.770 -13.572 -27.235
H 25.003 -21.199 -23.353
H 18.714 -19.881 -14.682
H 22.488 -16.403 -17.467
H 19.341 -13.269 -21.602
H 16.682 -21.092 -23.588
H 17.223 -20.721 -14.127
H 19.328 -15.688 -23.390
H 26.316 -20.194 -25.278
H 19.061 -21.340 -12.636
H 18.716 -15.646 -20.790
H 16.471 -14.433 -25.094
H 10.781 -14.625 -26.750
H 17.869 -9.217 -17.650
H 20.596 -16.458 -30.176
H 25.205 -20.959 -28.508
H 15.216 -14.531 -23.886
H 21.290 -13.668 -26.941
H 21.396 -21.494 -16.376
H 27.033 -17.633 -21.323
H 22.723 -23.435 -24.890
H 21.974 -23.473 -15.102
H 19.426 -25.568 -26.597
H 22.397 -22.154 -14.218
H 19.601 -24.326 -12.943
H 12.408 -15.190 -26.214
H 21.446 -20.259 -29.815
H 16.815 -19.226 -28.507
H 16.820 -20.116 -26.981
H 24.227 -14.863 -27.281
H 22.892 -18.531 -18.122
H 19.788 -24.499 -14.663
H 24.403 -11.716 -19.339
H 23.302 -21.425 -23.053
*
```

The orbital gap comes out at 8.5 eV. The largest force on an atom comes out at 3.3 eV/Å. The total energy comes out at -5200.72333 Ha. Its energy relative to the best compared isomer or geometry (same formula, charge and spin) is 0.0 kcal per mole.

Mulliken atomic charge list, values in e, 2 entries: 0.05, 1.02


(3)
Computed, not measured: a molecular structure, C2H8N3 at a distorted geometry, with the ωB97M-V functional and the def2-TZVPD basis.

Geometry as ORCA input:
```
! RIJCOSX wB97M-V def2-TZVPD def2/J DEFGRID3
* xyz 1 1
N 1.094 0.962 -0.030
N -1.349 -0.372 -0.082
N -1.473 0.970 -0.090
C -0.238 -1.039 -0.048
C 1.154 -0.505 0.043
H 1.874 1.336 0.430
H -0.409 -2.470 0.044
H 1.801 -0.692 0.971
H 0.979 1.295 -1.009
H -2.186 -0.819 -0.302
H -0.628 1.250 0.437
H -2.377 1.164 0.367
H 1.759 -1.081 -0.730
*
```

The orbital gap comes out at 10.1 eV. The largest force on an atom comes out at 5.5 eV/Å. The total energy comes out at -244.90909 Ha. Its energy relative to the best compared isomer or geometry (same formula, charge and spin) is 99.5 kcal per mole.

natural (NBO) atomic charge list, values in e, 2 entries: -0.85, -0.26